This record from OMol25 describes a molecular structure, C20H31AuN2O2Sb. The level of theory is ωB97M-V/def2-TZVPD.

Structure (XYZ):
```
57
Properties=species:S:1:pos:R:3
Au -0.64983 0.12610 -1.54048
C -2.71770 -3.67767 -1.90241
C -1.90142 -2.56628 -1.25529
O -1.30238 -1.81561 -2.11573
C -1.91999 -2.48294 0.11939
C -1.27268 -1.53694 0.96494
C -1.86111 -1.26490 2.33089
N -0.24457 -0.89033 0.51008
N 0.50174 0.02712 1.30400
C 0.50669 1.38162 0.82009
O -0.02279 1.72584 -0.31420
C 1.22406 2.31034 1.59889
C 1.70395 3.51121 1.00642
C 2.44988 4.40385 1.72439
C 2.72372 4.18603 3.07638
C 2.19537 3.05308 3.69624
C 1.46824 2.13306 2.98702
H -2.92358 -3.39503 -2.93083
H -3.65072 -3.87270 -1.38186
H -2.12522 -4.59120 -1.91595
H -2.60821 -3.15050 0.62205
H -2.69237 -1.93772 2.53296
H -2.21828 -0.23484 2.36059
H -1.10648 -1.36935 3.11055
H 1.49186 3.67324 -0.03996
H 2.83876 5.29287 1.24128
H 3.31072 4.89713 3.64193
H 2.35325 2.91324 4.76060
H 1.01884 1.28718 3.48528
C 3.91469 -0.69087 2.14125
C 2.57158 -1.41708 1.93456
C 2.82259 -2.77888 1.26363
C 1.89598 -1.65036 3.28429
C 1.75450 -0.57815 1.01414
H 4.63421 -1.32108 2.66559
H 3.74549 0.21667 2.71626
H 4.33283 -0.40494 1.17757
H 3.44361 -3.40085 1.90555
H 3.32267 -2.65662 0.30531
H 1.87391 -3.28360 1.09532
H 2.48975 -2.33344 3.89127
H 0.91245 -2.08903 3.13667
H 1.78654 -0.71158 3.81994
H 2.06107 -0.56206 -0.02632
C -4.56276 1.40824 -4.71637
Sb -2.94898 0.63157 -3.41258
C -1.84556 2.47143 -3.70213
C -1.94832 -0.36517 -5.04287
H -4.16567 1.76010 -5.66290
H -5.05285 2.23782 -4.21591
H -5.30843 0.64389 -4.91118
H -1.77480 2.70489 -4.76192
H -0.85267 2.36149 -3.27987
H -2.34444 3.28539 -3.18736
H -1.75848 0.33663 -5.84955
H -2.55447 -1.18572 -5.40985
H -1.01417 -0.76462 -4.66981
```

The calculation puts the energy above the lowest of the compared OMol25 structures with the same formula, charge and spin at 85.0 kcal per mole. The HOMO energy (spin up / spin down) comes out at -0.075 / -0.075 Ha. As for the total charge: -1.